C6H16NO | the ωB97M-V functional and the def2-TZVPD basis

Values from the calculation:
Energy above the lowest of the compared OMol25 structures with the same formula, charge and spin   0.803 eV
Net charge   +1
HOMO energy   -12.39 eV
Strongest force on any atom   0.033 Eh/bohr
Frontier orbital gap   9.318 eV
M   118.20 g mol⁻¹
Total energy   -367.95295 hartree

Element x y z (Å)
C  0.2811  1.3082  0.3225
C  0.1627  -0.2068  0.4858
C  -1.0456  -0.7900  -0.2168
C  -1.9413  -1.5356  0.4283
C  -2.0634  -1.6553  1.9156
C  -1.0907  -0.7185  -1.7169
N  1.0410  1.6413  -0.9472
H  0.8768  1.7349  1.1385
H  -0.6834  1.7791  0.2627
H  1.0507  -0.6915  0.0469
H  0.2368  -0.5846  1.5015
H  -2.6679  -2.0819  -0.1552
H  -1.9025  -0.6969  2.4215
H  -3.0366  -1.9817  2.2674
H  -1.3193  -2.3470  2.3289
H  -0.1681  -0.7047  -2.2965
H  -1.6785  0.1396  -2.0754
H  -1.6463  -1.5434  -2.1519
H  0.6311  1.1034  -1.7084
H  0.8445  2.6252  -1.1286
H  2.0652  1.5059  -0.8668
H  4.5337  1.5932  -0.4067
H  3.8650  0.7188  0.6104
O  3.6550  1.3884  -0.0597

=====

C6H16NO | the ωB97M-V functional and the def2-TZVPD basis

Values from the calculation:
Energy above the lowest of the compared OMol25 structures with the same formula, charge and spin   0.305 eV
Net charge   +2
HOMO energy (spin up / spin down)   -19.17 / -19.33 eV
Strongest force on any atom   0.038 Eh/bohr
Spin multiplicity   2
Frontier orbital gap (spin up / spin down)   10.951 / 7.699 eV
M   118.20 g mol⁻¹
Total energy   -367.50365 hartree

Element x y z (Å)
C  2.2736  -1.0396  0.2399
C  1.3107  0.0837  -0.0995
C  -0.1316  -0.2222  0.3818
C  -0.8352  -1.1155  -0.5596
C  -2.2334  -1.0843  -0.7495
C  -2.8099  -1.6936  -1.9491
N  1.7739  1.3538  0.6023
H  2.5438  -1.6267  -0.6303
H  3.2052  -0.6656  0.6377
H  1.9417  -1.7431  0.9935
H  1.2420  0.3610  -1.1457
H  -0.7006  0.7089  0.5211
H  -0.2148  -0.6454  1.3982
H  -0.2327  -1.8284  -1.1210
H  -2.8101  -0.4491  -0.0823
H  -3.2127  -0.9588  -2.6334
H  -3.6512  -2.3276  -1.6091
H  -2.1157  -2.3518  -2.3876
H  2.0184  1.1762  1.5833
H  0.9946  2.0087  0.7863
H  2.5301  1.7916  0.0814
H  0.1455  4.0577  1.9661
H  -0.9815  3.0790  2.0125
O  -0.0500  3.1312  1.7629